[1]
# C13H18BCl3F4MoO2Se2

A structure of composition C13H18BCl3F4MoO2Se2 in a non-equilibrium geometry (ωB97M-V with the def2-TZVPD basis set, the Open Molecules 2025 dataset).

```
44
Properties=species:S:1:pos:R:3:forces:R:3:lowdin_charge:R:1
Mo 0.376198 -0.617957 0.451691 -1.76 0.57 -1.42 1.62
C -3.286102 2.028543 1.287891 -0.14 0.22 0.10 -0.03
C -2.541402 0.758243 1.488391 0.22 -0.48 0.31 -0.29
C -2.739202 -0.345457 0.647691 -0.07 0.09 0.42 -0.04
C -2.118502 -1.567657 0.897691 -0.23 0.04 0.40 -0.11
C -1.219202 -1.701857 1.976691 -0.77 0.08 0.25 -0.18
C -1.034102 -0.596157 2.835391 -0.31 -0.08 0.05 -0.11
C -1.682102 0.606743 2.588491 -0.50 0.01 -0.25 -0.02
H -3.985202 2.164943 2.114491 -0.06 0.06 -0.02 0.11
H -3.859602 2.017243 0.365991 -0.05 0.07 -0.08 0.09
H -2.619802 2.892043 1.299991 0.00 0.02 -0.05 0.09
H -3.475002 -0.293857 -0.144709 0.06 0.07 -0.11 0.13
H -2.419102 -2.443757 0.331591 0.28 0.15 -0.06 0.12
H -0.898302 -2.692557 2.291091 0.26 0.12 -0.21 0.13
H -0.469002 -0.723557 3.755691 0.12 0.06 -0.30 0.11
H -1.588502 1.413843 3.302791 0.07 0.08 -0.01 0.14
C 2.498098 -1.184357 -2.575309 -0.16 -0.16 0.03 -0.30
Se 2.701898 -0.255757 -0.868409 -0.55 0.45 -0.55 1.09
C 2.568698 1.624343 -1.485409 0.12 -0.03 0.16 -0.46
C 1.289298 2.028743 -2.188909 -0.03 -0.08 -0.08 -0.48
Se -0.298802 2.111543 -1.007909 0.72 -0.83 0.70 1.06
C -1.624902 1.613843 -2.347109 0.07 -0.27 0.07 -0.31
H 3.164598 -0.729757 -3.309609 -0.04 0.07 0.18 0.06
H 1.467698 -1.182157 -2.926909 0.10 0.10 0.04 0.01
H 2.816898 -2.213557 -2.405409 -0.02 0.10 0.03 0.05
H 3.421798 1.754943 -2.163609 -0.18 -0.02 0.16 0.10
H 2.743798 2.228043 -0.589109 0.09 -0.19 -0.12 0.07
H 1.047698 1.364643 -3.021309 -0.06 0.04 0.10 0.07
H 1.421698 3.039843 -2.589209 -0.10 -0.13 0.07 0.09
H -1.799002 2.465943 -3.001909 0.13 0.06 0.10 0.06
H -2.549702 1.360343 -1.836409 0.02 0.02 0.06 0.02
H -1.263902 0.760443 -2.918409 -0.04 0.03 0.05 0.04
Cl 3.614898 0.242543 4.688791 -0.20 -0.28 -0.53 0.71
C 3.208198 -0.757557 3.286891 0.54 -0.40 0.37 -1.47
Cl 4.668198 -1.481557 2.545191 -0.45 0.21 0.28 0.69
Cl 2.068798 -2.048457 3.723391 0.25 -0.04 0.25 0.69
C 2.601098 0.106043 2.191591 2.82 1.86 0.07 -0.74
O 3.153698 1.016943 1.639191 -0.39 -0.54 0.89 0.09
O 1.415998 -0.268857 1.761591 1.56 0.51 3.10 -0.40
F -0.591902 -3.362057 -1.146809 0.29 -0.77 0.60 0.25
B -1.125102 -2.945757 -2.275509 0.22 0.34 0.26 -0.95
F -2.342502 -2.500157 -2.263209 -1.02 0.11 -0.07 0.31
F -0.369202 -2.809657 -3.317909 0.48 -0.10 -0.85 0.31
F -0.349102 -0.877357 -1.089109 -1.30 -1.14 -4.36 -0.46
```
Forces are in eV/Å.

Results
- Total energy: -199517.134 eV
- Gap between HOMO and LUMO (alpha / beta): 0.233 / 0.233 Ha
- Energy relative to the best compared isomer or geometry (same formula, charge and spin): 2.780 eV
- E_HOMO (alpha / beta): -0.571 / -0.570 Ha
- Net charge: +2


[2]
# C13H18BN3OReS5Sb

A structure of composition C13H18BN3OReS5Sb (ωB97M-V with the def2-TZVPD basis set, the Open Molecules 2025 dataset).

```
43
Properties=species:S:1:pos:R:3:forces:R:3:lowdin_charge:R:1
Re 2.200734 -1.336957 -0.303065 -0.39 0.07 -0.06 0.71
C 1.631356 2.791629 3.680615 0.03 0.03 0.01 -0.05
C 1.425096 3.199258 2.231242 -0.01 0.00 -0.04 -0.22
N 0.302040 2.470022 1.615049 -0.07 0.00 0.00 -0.09
C -1.030013 3.113625 1.763422 0.07 -0.03 0.02 -0.16
C -1.349950 3.993111 0.568656 -0.04 0.01 0.01 -0.05
C 0.420032 1.340615 0.969637 -0.05 -0.04 -0.11 -0.57
S 2.057763 0.665876 0.917531 -0.06 0.34 0.20 0.70
N -0.675914 0.811216 0.417833 0.00 0.02 0.06 0.16
C -0.740297 -0.280397 -0.269561 0.19 -0.02 0.02 -0.31
O 0.324500 -1.057222 -0.524959 -0.01 -0.14 -0.07 -0.30
C -1.979594 -0.763193 -0.838085 -0.09 0.11 0.06 -0.14
C -3.151657 -0.018361 -0.633787 0.01 -0.02 -0.01 0.01
C -4.344434 -0.458032 -1.168199 0.02 0.01 0.01 -0.04
C -4.378577 -1.636709 -1.906302 0.01 -0.02 -0.01 -0.02
C -3.221227 -2.380005 -2.113819 -0.02 0.00 0.00 -0.03
C -2.023045 -1.948372 -1.583275 0.06 -0.03 -0.01 0.01
H 2.423340 3.397130 4.118564 0.01 0.00 0.00 0.09
H 1.917542 1.742849 3.762509 0.00 -0.01 0.00 0.07
H 0.727729 2.949194 4.268403 -0.01 0.00 -0.01 0.09
H 2.321206 3.047147 1.630460 0.00 0.00 0.03 0.09
H 1.169302 4.254687 2.146944 0.02 0.00 0.03 0.13
H -0.967846 3.693439 2.682884 -0.03 0.01 -0.01 0.13
H -1.768820 2.330446 1.904367 -0.02 0.01 -0.02 0.12
H -0.590581 4.761392 0.422509 0.01 0.00 0.00 0.08
H -2.301239 4.495876 0.737113 0.00 0.00 0.00 0.09
H -1.432462 3.400335 -0.341583 0.01 -0.01 0.00 0.08
H -3.110743 0.895508 -0.058999 0.00 0.01 0.01 0.11
H -5.250355 0.111190 -1.014607 0.00 0.00 0.00 0.12
H -5.315776 -1.979029 -2.324417 0.00 0.00 0.00 0.12
H -3.257864 -3.293855 -2.689894 0.00 0.00 0.00 0.12
H -1.125974 -2.528541 -1.749532 -0.01 0.02 0.01 0.10
S 6.420017 -0.375287 1.279651 -0.04 0.13 0.08 0.15
Sb 5.790686 -2.027753 0.056041 0.42 -0.13 0.01 0.31
S 3.759066 -0.650967 -1.522586 0.14 0.19 -0.26 0.28
S 3.080216 -2.424195 1.241129 -0.01 -0.20 0.33 0.30
S 5.985213 -3.863883 -1.033252 -0.05 -0.14 -0.10 0.17
B 0.827195 -4.790500 -3.067506 0.12 0.04 0.15 -0.32
C 1.349311 -3.713533 -2.148707 -0.13 0.06 -0.09 -0.11
N 1.733470 -2.871968 -1.421884 0.01 -0.17 -0.12 -0.12
H 0.559960 -5.681413 -2.292638 -0.03 -0.10 0.00 0.07
H -0.143575 -4.316500 -3.600052 -0.07 0.04 -0.04 0.05
H 1.734168 -5.067875 -3.807853 0.02 -0.04 -0.06 0.05
```
Forces are in eV/Å.

Results
- Total energy: -83793.284 eV
- Gap between HOMO and LUMO: 0.184 Ha
- Energy relative to the best compared isomer or geometry (same formula, charge and spin): 0.051 eV
- E_HOMO: -0.542 Ha
- Net charge: +2


[3]
# C13H18Br2N4

A structure of composition C13H18Br2N4 in a non-equilibrium geometry (ωB97M-V with the def2-TZVPD basis set, the Open Molecules 2025 dataset).

```
37
Properties=species:S:1:pos:R:3:forces:R:3:lowdin_charge:R:1
C 5.034707 -1.897112 -1.372792 -1.21 -0.10 -0.18 -0.15
C 4.561891 -0.598667 -0.436953 0.37 -0.72 -0.57 -0.25
C 3.991473 0.657414 -1.363749 -1.19 -1.97 0.93 -0.64
Br 5.519215 1.700711 -2.171170 -1.47 -0.76 0.69 0.60
N 3.110197 1.529227 -0.468885 -4.44 -3.16 -1.88 -0.12
C 1.822320 1.137305 -0.147472 -2.03 -0.83 0.23 -0.19
N 1.119216 -0.113580 -0.627597 -3.67 4.26 4.78 0.09
C -0.213480 -0.018634 0.081993 2.44 1.64 -0.33 0.02
N -0.412895 1.221421 0.931268 2.09 -4.55 -3.99 -0.12
C -1.559296 1.689948 1.800185 -0.05 1.31 0.70 -0.13
C -3.033694 1.660349 1.083866 -0.96 -0.96 0.46 -0.16
C -3.561660 0.170531 0.642017 -1.37 -3.78 -1.98 -0.18
C -3.357951 -1.225489 1.478776 -1.85 0.04 -3.67 -0.04
C -3.921083 -2.670496 0.853330 -0.56 2.23 -2.25 -0.06
C -4.677949 -2.798157 -0.609247 1.47 4.90 1.65 -0.06
C -4.905430 -1.374776 -1.432310 2.19 0.24 3.71 -0.06
C -4.352892 0.048168 -0.815418 0.54 -3.14 1.68 -0.03
N 0.828899 1.877162 0.766354 2.17 -0.37 -1.25 0.08
H 5.648743 -2.698657 -0.754456 -1.08 1.96 -1.34 0.08
H 5.571374 -1.564078 -2.365938 -0.77 -0.65 2.20 0.07
H 4.042985 -2.462105 -1.716056 2.08 1.22 0.68 0.08
H 5.461948 -0.280311 0.263741 -2.13 -0.33 -1.52 0.12
H 3.650556 -0.976848 0.197520 1.81 0.92 -1.07 0.10
H 3.302082 0.216822 -2.224191 1.72 1.06 1.70 0.12
H 3.467771 2.414584 -0.030104 0.38 0.21 0.21 -0.28
H -1.040418 -0.868895 -0.048709 1.95 2.35 0.47 0.14
H -1.519546 1.122128 2.837889 -0.28 0.99 -2.31 0.14
H -1.331392 2.833301 2.057000 -0.41 -2.52 -0.64 0.15
H -3.808210 2.061577 1.897268 1.79 -0.80 -1.66 0.14
H -3.143346 2.359776 0.146590 0.61 -1.39 1.89 0.12
H -2.801440 -1.227337 2.513008 -1.27 -0.07 -2.29 0.09
H -3.760493 -3.694898 1.442388 -0.29 2.69 -1.27 0.09
H -5.055504 -3.797627 -1.093133 0.92 2.15 1.32 0.09
H -5.422778 -1.354823 -2.481791 1.11 -0.09 2.30 0.08
H -4.507478 1.028165 -1.454082 0.35 -2.24 1.47 0.09
H 0.976335 2.784247 1.262557 0.24 -1.27 -0.73 0.14
Br 4.277222 3.109655 1.358303 0.82 1.52 1.82 -0.14
```
Forces are in eV/Å.

Results
- Total energy: -159804.450 eV
- Gap between HOMO and LUMO: 0.251 Ha
- E_HOMO: -0.279 Ha